(1)
{"formula": "C6H12N2", "method": "wB97M-V/def2-TZVPD", "homo_lumo_gap_ha": 0.35084, "smiles": "Cc1c[nH]cn1.CC", "homo_ha": -0.320, "e_above_lowest_kj_mol": 103.50, "symbols": ["C", "C", "H", "H", "H", "H", "H", "H", "C", "C", "C", "C", "N", "N", "H", "H", "H", "H", "H", "H"], "coordinates": [[2.620, 0.212, 0.076], [2.141, 0.554, -1.345], [2.213, 1.075, 0.615], [2.240, -0.713, 0.517], [3.702, 0.196, 0.052], [1.178, 0.073, -1.547], [2.770, 0.270, -2.201], [2.097, 1.636, -1.522], [-2.553, -0.502, -1.203], [-0.398, -1.112, 1.587], [-1.793, -0.493, 0.060], [-1.767, 0.493, 0.986], [-0.887, -1.493, 0.438], [-0.802, 0.135, 1.921], [0.448, -1.358, 2.265], [-0.572, 0.676, 2.734], [-2.391, 1.352, 1.111], [-3.205, 0.385, -1.234], [-3.135, -1.404, -1.361], [-1.905, 0.018, -1.947]], "forces_ev_per_a": [[-0.29, 0.93, -0.86], [-0.22, -0.47, -1.09], [0.54, -0.43, 0.74], [-0.01, 0.11, -0.40], [0.23, 0.13, 0.57], [-0.07, 0.44, 0.03], [0.25, -0.58, 0.54], [-0.43, -0.15, 0.46], [0.15, 2.36, -0.25], [1.84, 1.45, 0.87], [0.68, -0.60, 0.88], [0.44, 0.23, 0.62], [-0.37, -0.32, -0.01], [-1.93, 0.55, -0.59], [-0.66, -1.32, -1.16], [0.08, -0.21, 0.11], [0.01, 0.36, -0.09], [-0.77, -0.52, 0.86], [0.46, -0.02, -0.76], [0.09, -1.96, -0.48]]}

(2)
{"formula": "C6H12N2", "method": "wB97M-V/def2-TZVPD", "homo_lumo_gap_ha": 0.34193, "homo_ha": -0.304, "e_above_lowest_kj_mol": 447.04, "symbols": ["C", "C", "C", "C", "C", "C", "H", "H", "H", "H", "H", "H", "H", "H", "H", "H", "H", "H", "N", "N"], "coordinates": [[-0.296, -1.151, -2.052], [0.931, -0.026, -0.394], [0.408, 0.560, 0.921], [-0.195, -0.682, 1.538], [-1.016, -0.593, 0.221], [-1.042, 0.973, 0.313], [-0.240, -0.055, -2.653], [-1.352, -1.748, -2.328], [0.667, -1.709, -2.470], [0.994, 0.748, -1.226], [1.906, -0.456, -0.188], [2.174, 1.582, 1.966], [1.317, 2.489, 0.939], [0.149, -1.741, 1.664], [-0.904, -0.786, 2.573], [-1.984, -1.213, 0.119], [-1.698, 1.614, 0.881], [-0.987, 1.401, -0.694], [0.028, -0.973, -0.700], [1.138, 1.764, 1.574]], "forces_ev_per_a": [[0.54, 0.12, -3.90], [4.68, 3.00, 0.17], [0.33, 4.30, -0.13], [-3.58, -2.52, 3.22], [-3.91, -1.52, 1.42], [1.84, -1.14, -0.72], [-0.62, -2.53, 1.17], [3.09, 1.62, 1.06], [-2.32, 0.79, 0.17], [0.32, -0.40, 1.00], [0.73, 0.09, -0.41], [-3.12, -0.18, -1.11], [-0.26, 0.97, -1.53], [1.36, 1.27, -0.66], [1.63, 1.79, -2.75], [1.54, 0.94, 0.05], [-0.27, -0.69, 0.77], [0.17, 0.20, 0.17], [-4.20, -2.54, -0.03], [2.05, -3.58, 2.04]]}

(3)
{"formula": "C6H12N2", "method": "wB97M-V/def2-TZVPD", "homo_lumo_gap_ha": 0.33401, "smiles": "[H]/N=C/C(=C)CN(C)C", "homo_ha": -0.312, "e_above_lowest_kj_mol": 163.32, "symbols": ["C", "C", "C", "N", "C", "C", "C", "N", "H", "H", "H", "H", "H", "H", "H", "H", "H", "H", "H", "H"], "coordinates": [[-0.074, 0.237, -1.198], [-0.875, 1.950, 0.362], [-1.890, -0.248, 0.375], [-1.203, 0.766, -0.419], [0.847, -0.751, -0.520], [1.782, -0.253, 0.519], [0.926, -2.047, -0.853], [2.308, -0.988, 1.438], [2.912, -0.417, 2.041], [-0.506, -0.244, -2.086], [0.523, 1.065, -1.604], [2.020, 0.823, 0.473], [0.030, 1.834, 0.965], [-1.289, -0.600, 1.220], [-1.691, 2.219, 1.043], [-0.737, 2.807, -0.307], [-2.827, 0.155, 0.775], [-2.166, -1.108, -0.246], [0.291, -2.475, -1.623], [1.618, -2.723, -0.355]], "forces_ev_per_a": [[-0.44, -0.15, -0.54], [-0.11, 0.19, -0.17], [-0.11, 0.06, -0.14], [0.02, 0.04, 0.21], [0.51, -0.81, 0.19], [0.65, -0.05, 1.14], [-0.24, 0.34, 0.03], [-0.63, 0.77, -0.84], [-0.13, -0.20, -0.30], [0.12, -0.13, 0.18], [-0.18, 0.08, 0.29], [-0.12, -0.23, -0.09], [0.10, 0.01, 0.21], [0.04, -0.17, 0.07], [0.06, -0.23, -0.19], [0.11, -0.12, 0.05], [0.20, 0.10, -0.10], [0.21, 0.12, 0.03], [-0.01, 0.11, 0.03], [-0.06, 0.26, -0.06]]}

(4)
{"formula": "C6H12N2", "method": "wB97M-V/def2-TZVPD", "homo_lumo_gap_ha": 0.32401, "smiles": "CCC(C)=C=N.C=N", "homo_ha": -0.292, "e_above_lowest_kj_mol": 413.85, "symbols": ["C", "C", "C", "C", "C", "C", "N", "N", "H", "H", "H", "H", "H", "H", "H", "H", "H", "H", "H", "H"], "coordinates": [[-1.158, -0.672, -1.375], [1.823, 0.577, 0.140], [-0.812, 1.732, -0.501], [-1.355, -1.825, 1.336], [1.086, 0.135, -1.077], [-0.363, 0.296, -0.875], [-1.903, -1.658, -1.560], [-0.578, -0.796, 1.328], [1.635, 1.605, 0.149], [2.894, 0.548, -0.181], [1.783, 0.062, 1.065], [-0.843, 2.030, 0.586], [-0.249, 2.510, -1.052], [-1.954, 1.603, -0.676], [-2.198, -2.310, -0.697], [-1.083, -2.745, 1.091], [-2.399, -1.830, 1.814], [1.304, 0.922, -1.746], [1.249, -0.838, -1.546], [-0.971, -0.014, 1.770]], "forces_ev_per_a": [[-1.10, -0.37, 1.39], [3.25, -0.84, -1.44], [-2.89, -1.53, 0.48], [-2.27, 4.84, 2.93], [-0.89, -1.01, 0.31], [-1.46, 0.04, -0.98], [0.51, 0.30, 1.19], [0.15, -3.45, -0.22], [-0.38, 1.66, 1.07], [-0.37, -0.01, 0.48], [-0.67, -0.40, 0.67], [0.76, -0.72, -0.87], [-0.74, -0.41, -0.03], [1.74, 1.34, -0.34], [1.08, 2.04, -1.73], [1.84, -3.79, -1.50], [1.18, 0.36, -0.74], [0.66, 0.51, -1.56], [0.66, 0.07, 0.34], [-1.04, 1.36, 0.55]]}

(5)
{"formula": "C6H12N2", "method": "wB97M-V/def2-TZVPD", "homo_lumo_gap_ha": 0.33256, "smiles": "C=C[C@H](N)/C(N)=C\\C", "homo_ha": -0.290, "e_above_lowest_kj_mol": 115.80, "symbols": ["C", "C", "C", "N", "N", "C", "C", "C", "H", "H", "H", "H", "H", "H", "H", "H", "H", "H", "H", "H"], "coordinates": [[0.674, 0.328, -0.670], [-1.960, 0.302, 1.122], [-0.384, -0.760, -0.593], [0.117, 1.527, -1.289], [-0.060, -1.886, -1.353], [-1.489, -0.736, 0.155], [1.314, 0.554, 0.678], [2.454, 0.000, 1.048], [1.460, -0.031, -1.348], [0.800, 2.278, -1.260], [-0.711, 1.834, -0.794], [0.371, -1.677, -2.242], [-0.819, -2.547, -1.445], [-2.149, -1.594, 0.087], [0.793, 1.221, 1.352], [-2.983, 0.594, 0.881], [-1.342, 1.193, 1.122], [-1.966, -0.106, 2.134], [2.994, -0.669, 0.397], [2.885, 0.173, 2.019]], "forces_ev_per_a": [[-0.01, -0.07, 0.02], [0.06, -0.10, -0.07], [-0.22, -0.02, 0.02], [-0.03, 0.15, -0.04], [0.16, -0.21, -0.12], [0.04, 0.07, -0.04], [0.00, 0.04, -0.16], [0.13, -0.01, 0.10], [-0.10, -0.04, 0.18], [-0.09, 0.00, 0.00], [0.05, 0.02, -0.06], [-0.08, -0.03, 0.01], [0.09, 0.03, -0.06], [-0.01, -0.13, -0.10], [-0.07, 0.04, 0.10], [-0.04, 0.09, 0.06], [0.02, 0.14, 0.07], [-0.02, 0.10, 0.10], [0.09, -0.12, -0.20], [0.03, 0.06, 0.18]]}

(6)
{"formula": "C6H12N2O", "method": "wB97M-V/def2-TZVPD", "homo_lumo_gap_ha": [0.25394, 0.25382], "smiles": "C/N=C(/N)C(O)=C(C)C", "homo_ha": [-0.252, -0.252], "e_above_lowest_kj_mol": 388.79, "symbols": ["C", "C", "C", "C", "C", "C", "N", "O", "N", "H", "H", "H", "H", "H", "H", "H", "H", "H", "H", "H", "H"], "coordinates": [[-0.533, 2.182, 0.277], [1.871, -1.011, -1.184], [1.555, 0.171, 1.017], [-0.359, -1.089, -0.099], [-1.422, -0.121, 0.094], [0.895, -0.504, -0.153], [-2.748, -0.528, 0.136], [-0.643, -2.319, -0.680], [-1.185, 1.076, -0.388], [-1.594, -2.293, -0.894], [-2.998, -0.991, 1.001], [-3.354, 0.278, 0.016], [0.443, 2.358, -0.187], [-1.063, 3.110, 0.034], [-0.530, 2.125, 1.370], [2.579, -1.729, -0.763], [1.363, -1.488, -2.026], [2.086, 1.077, 0.714], [2.324, -0.491, 1.436], [0.868, 0.347, 1.847], [2.445, -0.160, -1.568]], "forces_ev_per_a": [[-0.03, 0.75, -1.74], [-0.16, -0.13, 0.02], [-0.32, 0.61, -0.15], [2.22, 0.07, 0.18], [-0.08, 2.75, -2.52], [0.33, -3.42, 0.29], [-0.49, -0.44, 0.61], [-0.35, 1.10, 0.12], [-2.23, -0.42, 3.05], [0.29, -0.12, -0.09], [0.05, -0.58, -0.10], [0.25, -0.03, -0.12], [0.49, -0.01, 0.67], [-0.20, -0.03, 0.10], [0.33, -0.27, -0.26], [0.10, 0.00, -0.02], [0.04, 0.06, 0.15], [-0.14, 0.05, 0.23], [-0.14, -0.19, -0.29], [0.01, 0.31, -0.20], [0.03, -0.05, 0.07]]}

(7)
{"formula": "C6H12N2O", "method": "wB97M-V/def2-TZVPD", "homo_lumo_gap_ha": 0.30720, "smiles": "C=C(ON)/C(C)=C(/C)N", "homo_ha": -0.272, "e_above_lowest_kj_mol": 482.82, "symbols": ["C", "C", "C", "C", "C", "N", "N", "C", "O", "H", "H", "H", "H", "H", "H", "H", "H", "H", "H", "H", "H"], "coordinates": [[0.390, -0.621, -2.039], [-1.962, -1.173, -0.243], [1.360, 0.537, -0.060], [0.415, -0.391, -0.547], [-0.668, -0.620, 0.303], [-0.696, 2.140, 0.912], [-0.463, -0.914, 1.631], [2.621, 0.466, 0.349], [0.539, 1.844, 0.288], [-0.723, 3.159, 0.914], [-0.535, 1.890, 1.890], [0.345, -0.455, 2.037], [-1.283, -0.805, 2.219], [-0.274, 0.092, -2.538], [1.386, -0.491, -2.472], [0.044, -1.629, -2.288], [-1.863, -2.238, -0.479], [-2.764, -1.077, 0.493], [-2.259, -0.647, -1.153], [3.178, 1.362, 0.598], [3.212, -0.429, 0.184]], "forces_ev_per_a": [[-0.47, 0.03, -0.04], [0.03, 0.18, 0.03], [-2.15, 1.23, 2.96], [-2.25, -0.35, 0.18], [1.28, -2.45, -2.42], [-0.36, -1.94, 0.51], [-0.30, 1.20, 0.97], [0.16, 1.03, -0.82], [4.23, 1.31, -1.31], [0.31, -0.19, -0.40], [-0.24, 0.12, 0.04], [0.06, -0.23, 0.00], [0.14, 0.03, -0.07], [0.02, -0.02, -0.13], [-0.09, -0.02, 0.17], [0.02, 0.08, 0.02], [0.04, 0.06, 0.03], [0.05, 0.04, -0.07], [0.03, -0.04, 0.11], [-0.20, -0.04, 0.44], [-0.31, -0.01, -0.19]]}

(8)
{"formula": "C6H12N2O", "method": "wB97M-V/def2-TZVPD", "homo_lumo_gap_ha": 0.36104, "smiles": "[H]/N=C(/C)[C@H](N)CC(=C)O", "homo_ha": -0.331, "e_above_lowest_kj_mol": 122.32, "symbols": ["C", "C", "C", "C", "O", "N", "H", "H", "H", "H", "H", "H", "H", "N", "C", "C", "H", "H", "H", "H", "H"], "coordinates": [[-0.587, -2.017, -0.128], [1.030, 0.885, -1.167], [-0.188, -0.968, 0.878], [2.100, 1.387, -0.543], [1.156, 0.116, -2.305], [0.449, -1.349, 1.943], [2.100, 0.029, -2.524], [0.624, -0.554, 2.568], [-0.756, -1.591, -1.117], [-1.508, -2.499, 0.211], [0.202, -2.771, -0.204], [1.998, 1.984, 0.359], [3.110, 1.217, -0.899], [-2.070, 0.568, 1.094], [-0.649, 0.489, 0.710], [-0.393, 1.068, -0.691], [-2.183, 0.164, 2.025], [-2.629, -0.012, 0.469], [-0.096, 1.099, 1.434], [-1.080, 0.617, -1.419], [-0.630, 2.140, -0.695]], "forces_ev_per_a": [[0.11, 0.18, -0.04], [0.78, -0.04, 0.16], [1.20, -0.04, 1.72], [-0.36, 0.03, 0.07], [-0.09, 0.14, 0.23], [-0.84, 0.40, -1.40], [-0.46, 0.08, 0.15], [0.00, -0.09, -0.24], [-0.02, -0.04, 0.01], [0.07, -0.04, -0.08], [-0.21, 0.11, 0.12], [-0.07, -0.11, -0.20], [-0.10, -0.03, -0.03], [-0.05, -0.02, -0.25], [0.02, -0.52, 0.13], [-0.32, 0.05, -0.33], [0.05, 0.19, -0.28], [0.08, 0.17, 0.08], [0.00, -0.17, -0.09], [0.18, -0.02, 0.11], [0.01, -0.25, 0.16]]}